Formula: C48H120N8Na3O20P
Source: the Open Molecules 2025 dataset
Level of theory: ωB97M-V with the def2-TZVPD basis set

Each line ends with the Löwdin charge.
Cartesian coordinates (Å):
Na -16.1853 -5.1823 -25.3846  0.45
Na -19.0409 -5.5639 -22.6465  0.29
Na -20.1640 -2.4515 -26.1345  0.56
P -18.4638 -4.1252 -24.7596  0.05
O -18.7445 -5.5925 -25.0658  -0.36
O -17.3681 -4.1309 -23.6383  -0.39
O -19.8366 -3.5373 -24.1952  -0.42
O -17.9861 -3.3847 -26.0651  -0.39
C -12.4763 2.7112 -24.1200  -0.08
O -13.3094 1.5193 -24.1277  -0.20
C -14.5814 1.7685 -23.6537  -0.24
C -15.3749 0.4125 -23.8160  -0.17
N -16.7699 0.4617 -23.2173  -0.02
C -17.5142 -0.8435 -23.3491  -0.17
C -18.9164 -0.6612 -22.7393  -0.14
O -19.7167 0.0702 -23.7517  -0.24
C -21.0971 0.2400 -23.4334  -0.08
H -12.3823 3.1976 -25.0910  0.08
H -11.5095 2.2625 -23.8921  0.08
H -12.6659 3.4346 -23.3270  0.08
H -15.1322 2.4542 -24.2975  0.11
H -14.4853 2.1243 -22.6279  0.12
H -14.7954 -0.3227 -23.2576  0.11
H -15.4844 0.2059 -24.8807  0.09
H -17.3158 1.1799 -23.6713  0.04
H -17.1019 -1.7387 -22.8834  0.09
H -17.5348 -1.1585 -24.3924  0.09
H -18.9029 -0.2124 -21.7461  0.12
H -19.3768 -1.6352 -22.5737  0.08
H -21.5009 -0.6730 -22.9959  0.08
H -21.5710 0.4469 -24.3930  0.09
H -21.3247 1.0534 -22.7444  0.08
C -13.6731 -3.6705 -31.6245  -0.12
O -14.8077 -3.8224 -30.8011  -0.20
C -14.4647 -3.5781 -29.4202  -0.19
C -15.7818 -3.4406 -28.5632  -0.13
N -15.5978 -3.5009 -27.0583  -0.07
C -14.6963 -2.4445 -26.6146  -0.16
C -14.5896 -2.4322 -25.0624  -0.25
O -14.0668 -3.5826 -24.5117  -0.17
C -14.0467 -3.5981 -23.0588  -0.05
H -13.5510 -2.5910 -31.7128  0.08
H -13.8208 -4.2008 -32.5652  0.09
H -12.7167 -3.9499 -31.1825  0.08
H -13.7912 -2.7234 -29.3578  0.11
H -13.9029 -4.3956 -28.9683  0.12
H -16.4649 -4.1773 -28.9861  0.09
H -16.2606 -2.4876 -28.7881  0.11
H -16.5435 -3.3840 -26.7235  -0.01
H -15.1595 -1.4935 -26.8773  0.11
H -13.7017 -2.5456 -27.0490  0.12
H -15.6097 -2.2209 -24.7414  0.09
H -13.9609 -1.5698 -24.8406  0.11
H -13.9184 -4.6140 -22.6851  0.08
H -15.0525 -3.3006 -22.7620  0.07
H -13.2823 -3.0156 -22.5445  0.10
C -17.8445 -6.4481 -28.6347  -0.14
O -16.5666 -6.7854 -29.0323  -0.18
C -16.4019 -6.9705 -30.4166  -0.20
C -15.0707 -7.6959 -30.7994  -0.18
N -15.0613 -9.0403 -30.3063  -0.06
C -15.6834 -10.0152 -31.2044  -0.22
C -15.5842 -11.4096 -30.6098  -0.21
O -16.3635 -11.5113 -29.4239  -0.20
C -17.7626 -11.0879 -29.3374  -0.06
H -18.4834 -7.3268 -28.7231  0.07
H -18.2910 -5.6487 -29.2260  0.09
H -18.0480 -6.2303 -27.5863  0.07
H -16.5318 -6.0174 -30.9294  0.11
H -17.2149 -7.5909 -30.7937  0.11
H -14.2417 -7.1831 -30.3116  0.11
H -14.8609 -7.7685 -31.8666  0.12
H -15.6091 -9.0990 -29.4598  0.10
H -15.2485 -10.0147 -32.2039  0.12
H -16.7306 -9.7436 -31.3373  0.10
H -14.5785 -11.7209 -30.3273  0.13
H -15.9247 -12.0787 -31.4001  0.11
H -18.2265 -11.6625 -30.1391  0.09
H -17.9571 -10.0411 -29.5705  0.07
H -18.2654 -11.4527 -28.4417  0.07
C -21.4131 -2.4581 -17.0400  -0.15
O -21.3619 -2.0779 -18.3645  -0.18
C -21.4728 -3.1842 -19.2575  -0.21
C -20.9181 -2.8143 -20.6499  -0.17
N -20.7586 -3.9093 -21.6395  -0.04
C -22.0579 -4.5789 -21.9510  -0.15
C -21.8971 -5.7407 -22.9111  -0.21
O -21.0987 -6.7033 -22.2590  -0.21
C -21.1427 -7.9805 -22.9216  -0.04
H -20.8154 -3.3382 -16.8026  0.09
H -22.4567 -2.6035 -16.7610  0.09
H -20.9371 -1.6827 -16.4398  0.08
H -22.4803 -3.5969 -19.3100  0.11
H -20.8609 -4.0078 -18.8895  0.12
H -19.9535 -2.4163 -20.3350  0.09
H -21.5665 -2.0501 -21.0784  0.11
H -20.3923 -3.5323 -22.5020  0.03
H -22.6976 -3.8057 -22.3765  0.12
H -22.4933 -4.9551 -21.0252  0.12
H -21.5324 -5.5472 -23.9199  0.11
H -22.8927 -6.1701 -23.0225  0.13
H -22.1583 -8.3760 -22.9402  0.08
H -20.4815 -8.6556 -22.3783  0.08
H -20.7615 -7.7980 -23.9264  0.09
C -19.4215 -16.7887 -27.9181  -0.09
O -19.8353 -15.6678 -27.1025  -0.24
C -21.0112 -14.9476 -27.5641  -0.17
C -21.2891 -13.6857 -26.6346  -0.20
N -20.6270 -12.5080 -27.1646  -0.06
C -21.2505 -11.3343 -26.5183  -0.21
C -20.3960 -10.0593 -26.5662  -0.20
O -19.1238 -10.3298 -25.9658  -0.20
C -18.2000 -9.2175 -26.0825  -0.06
H -20.1151 -17.6011 -27.7013  0.08
H -18.4798 -17.1077 -27.4713  0.08
H -19.3068 -16.4905 -28.9602  0.08
H -21.8552 -15.6104 -27.3734  0.11
H -20.8398 -14.6236 -28.5907  0.11
H -20.8848 -13.9531 -25.6583  0.12
H -22.3511 -13.5482 -26.4317  0.11
H -19.6404 -12.5103 -26.9484  0.10
H -21.4610 -11.6049 -25.4836  0.10
H -22.2413 -11.1979 -26.9519  0.10
H -20.9167 -9.2532 -26.0492  0.10
H -20.2894 -9.7805 -27.6145  0.11
H -18.6977 -8.3286 -25.6948  0.07
H -17.8929 -9.1379 -27.1253  0.07
H -17.3355 -9.4442 -25.4586  0.09
C -24.7742 -9.8140 -23.2315  -0.11
O -24.6154 -8.9027 -24.2971  -0.20
C -24.4056 -9.5420 -25.5114  -0.24
C -24.1390 -8.4378 -26.5880  -0.19
N -23.8867 -9.1581 -27.8193  -0.06
C -23.6080 -8.1328 -28.8655  -0.19
C -22.3243 -7.3217 -28.6579  -0.17
O -22.4505 -6.3519 -27.5677  -0.22
C -21.2026 -5.9524 -27.0362  -0.10
H -23.9543 -10.5284 -23.1577  0.09
H -25.7334 -10.3143 -23.3654  0.09
H -24.8554 -9.2945 -22.2767  0.09
H -25.2863 -10.1391 -25.7479  0.12
H -23.6157 -10.2911 -25.4580  0.10
H -23.2131 -7.9665 -26.2583  0.10
H -24.9473 -7.7071 -26.5587  0.13
H -24.6922 -9.7177 -28.0603  0.11
H -24.4768 -7.5109 -29.0813  0.11
H -23.5036 -8.7823 -29.7346  0.11
H -22.1978 -6.8029 -29.6081  0.12
H -21.5472 -8.0647 -28.4789  0.10
H -21.3696 -5.2121 -26.2538  0.07
H -20.7272 -5.4061 -27.8508  0.09
H -20.6155 -6.8019 -26.6872  0.07
C -18.0101 -1.3027 -18.0769  -0.09
O -16.9659 -2.2457 -18.0275  -0.18
C -17.1744 -3.4182 -18.7817  -0.19
C -17.1047 -3.1648 -20.3084  -0.18
N -17.1824 -4.4215 -21.0799  -0.05
C -16.1297 -5.4499 -20.6947  -0.15
C -16.2164 -6.5481 -21.7306  -0.22
O -17.4485 -7.2568 -21.6119  -0.17
C -17.5304 -8.3569 -22.4917  -0.08
H -18.4471 -1.3010 -19.0755  0.06
H -17.5229 -0.3386 -17.9311  0.09
H -18.8004 -1.4777 -17.3468  0.07
H -18.0614 -3.9474 -18.4336  0.13
H -16.2760 -4.0028 -18.5834  0.11
H -16.1788 -2.6861 -20.6274  0.11
H -17.8573 -2.4930 -20.7212  0.08
H -17.0992 -4.2303 -22.0681  0.00
H -16.2600 -5.8202 -19.6778  0.11
H -15.1580 -4.9567 -20.7225  0.11
H -15.3406 -7.1788 -21.5783  0.12
H -16.0438 -6.1740 -22.7397  0.11
H -16.6916 -9.0358 -22.3383  0.10
H -17.5207 -7.9947 -23.5197  0.07
H -18.4673 -8.8931 -22.3402  0.08
C -18.0631 0.0684 -27.3910  -0.08
O -18.7832 1.1714 -26.8095  -0.17
C -17.8932 2.1008 -26.2862  -0.23
C -18.6490 3.2090 -25.4548  -0.13
N -18.7502 2.7273 -24.0329  -0.05
C -19.4638 3.7052 -23.2690  -0.22
C -19.2237 3.5684 -21.7478  -0.22
O -19.7713 4.7395 -21.1827  -0.21
C -19.7853 4.7211 -19.7206  -0.08
H -17.4204 -0.5247 -26.7403  0.06
H -17.4631 0.3905 -28.2421  0.10
H -18.7658 -0.7295 -27.6313  0.07
H -17.3579 2.5514 -27.1219  0.12
H -17.1308 1.6073 -25.6835  0.09
H -19.6458 3.2402 -25.8948  0.11
H -18.2785 4.2186 -25.6324  0.11
H -19.2931 1.8780 -24.0971  0.06
H -20.5456 3.6379 -23.3845  0.12
H -19.2228 4.7433 -23.4977  0.12
H -18.1534 3.5242 -21.5462  0.13
H -19.7890 2.6990 -21.4123  0.11
H -20.2681 5.6254 -19.3502  0.08
H -18.7833 4.6655 -19.2953  0.08
H -20.3605 3.8519 -19.4016  0.08

* charge: 0
* max |F|: 3.44 eV/Å
* total energy: -4671.7951 Eh
* relative energy (zero: lowest compared OMol25 entry of this formula, charge and spin): 1.907 eV



Formula: C28H53Cl12N5O4
Source: the Open Molecules 2025 dataset
Level of theory: ωB97M-V with the def2-TZVPD basis set

Each line ends with the Löwdin charge.
Cartesian coordinates (Å):
C -0.6121 -1.1806 4.8811  -0.12
C -1.4547 -1.5087 3.6698  -0.36
N -2.0198 -0.3021 3.1658  -0.03
C -2.9074 0.5410 3.8345  -0.04
C -3.3021 1.5745 3.0082  -0.06
N -2.4948 1.4280 1.9003  -0.07
C -1.8220 0.2345 1.9135  -0.01
C -2.5630 2.2455 0.7134  -0.27
H 0.1056 -0.3661 4.7836  0.01
H -0.1450 -2.1293 5.1458  0.11
H -1.1958 -0.9882 5.7812  0.10
H -2.3248 -2.0999 3.9554  0.05
H -0.9986 -2.1220 2.8927  0.01
H -3.3202 0.2569 4.7912  0.13
H -3.9884 2.4084 3.0054  0.13
H -1.1201 -0.1371 1.1816  0.08
H -1.6475 2.7859 0.4728  0.12
H -3.3307 2.9975 0.8962  0.18
H -2.9438 1.7643 -0.1874  0.06
C 2.1491 4.4145 -4.6414  -0.06
C 1.5313 4.7670 -3.2846  -0.18
N 0.7099 3.7285 -2.7217  -0.02
C 1.1608 2.4207 -2.5318  -0.15
C 0.2264 1.7710 -1.7648  -0.13
N -0.8847 2.5783 -1.5230  0.08
C -0.5299 3.7956 -2.0896  0.06
C -2.1142 2.2765 -0.7859  -0.39
H 1.4160 3.8695 -5.2362  0.09
H 3.0454 3.8051 -4.5259  0.07
H 2.4593 5.3112 -5.1778  0.08
H 0.8363 5.5882 -3.4601  0.12
H 2.3673 5.0689 -2.6537  0.13
H 2.1457 2.1853 -2.9073  -0.04
H 0.2572 0.7585 -1.3902  0.06
H -1.1706 4.6633 -2.1437  0.15
H -2.3362 3.0866 -0.0912  0.08
H -1.9794 1.4077 -0.1416  0.08
H -2.9087 2.1904 -1.5271  0.00
C -0.2085 -0.4081 -0.0807  -0.84
O -0.2329 0.8147 0.2232  -0.20
O -0.1453 -1.3086 0.8408  -0.20
O -0.1892 -0.7225 -1.2794  -0.26
Cl 1.8439 0.3746 3.8516  0.78
C 0.9528 0.7590 2.2864  -0.52
C 0.5115 2.2580 2.2268  -0.53
Cl -0.7194 2.5062 3.4817  0.75
H 0.1238 0.0676 2.1356  0.02
H 1.6661 0.5834 1.4811  0.01
H 0.0214 2.5250 1.2905  0.05
H 1.2883 3.0015 2.4050  0.05
Cl 4.8315 0.1077 -1.4971  0.61
C 3.1860 0.7602 -1.6870  -0.76
C 2.4435 0.9461 -0.3254  -0.61
Cl 3.3335 2.2386 0.4861  0.67
H 2.5572 0.0129 -2.1711  -0.04
H 3.1333 1.5902 -2.3916  -0.01
H 2.3978 0.0822 0.3378  0.03
H 1.3954 1.2176 -0.4513  0.04
Cl -3.6638 1.0787 -2.7167  0.70
C -2.4988 -0.0309 -1.8497  -0.48
C -2.2031 -1.3217 -2.7130  -0.63
Cl -3.6485 -2.3448 -2.7835  0.54
H -2.9761 -0.2424 -0.8929  0.10
H -1.5671 0.5226 -1.7328  0.05
H -1.3996 -1.8975 -2.2534  0.04
H -1.9493 -0.9487 -3.7052  -0.04
Cl 2.5981 -2.7788 -2.4901  0.70
C 1.5677 -2.3534 -1.1446  -0.64
C 1.2692 -3.5058 -0.1252  -0.56
Cl 0.4847 -4.9182 -0.8964  0.67
H 0.5656 -2.1496 -1.5218  0.04
H 1.9850 -1.4905 -0.6257  0.05
H 0.5689 -3.0485 0.5738  0.03
H 2.1753 -3.7566 0.4264  0.08
Cl -2.9379 -3.9044 -0.9455  0.56
C -1.6454 -2.9499 -0.2341  -0.68
C -1.4466 -3.3425 1.2277  -0.54
Cl -2.9082 -2.9019 2.2014  0.75
H -1.9018 -1.9000 -0.3764  0.05
H -0.8198 -3.2991 -0.8543  -0.04
H -0.5255 -2.9385 1.6478  0.02
H -1.3524 -4.4209 1.3555  0.08
Cl 2.1150 0.7575 -3.9047  0.81
C 0.8023 -0.2201 -3.1503  -0.52
C 0.1203 -1.1377 -4.2562  -0.60
Cl -0.8613 -0.1686 -5.3236  0.66
H 0.0678 0.4200 -2.6616  0.04
H 1.2065 -0.9151 -2.4142  0.01
H -0.4349 -1.9000 -3.7097  0.06
H 0.8896 -1.5648 -4.8996  0.06
C 2.2737 -1.6617 1.3522  -0.39
O 3.1419 -2.2457 0.6811  -0.05
N 2.0480 -1.9660 2.6360  -0.15
C 0.6706 -1.7430 3.1132  -0.30
C 2.6934 -3.1023 3.2860  0.00
H 1.6226 -0.8278 1.0475  0.08
H 0.2434 -0.7888 2.8046  0.00
H 0.6331 -1.8797 4.1939  0.03
H 0.0376 -2.5743 2.8027  0.07
H 2.7472 -2.8874 4.3532  0.09
H 2.0011 -3.9224 3.0954  0.10
H 3.7248 -3.3241 3.0119  0.10

* charge: 0
* max |F|: 17.45 eV/Å
* total energy: -7194.0915 Eh